{
  "formula": "C54H49F8N3",
  "method": "ωB97M-V with the def2-TZVPD basis set",
  "elements": ["F", "C", "C", "C", "C", "C", "C", "H", "H", "H", "H", "H", "F", "C", "C", "C", "C", "C", "C", "H", "H", "H", "H", "H", "F", "C", "C", "C", "C", "C", "C", "H", "H", "H", "H", "H", "F", "C", "C", "C", "C", "C", "C", "H", "H", "H", "H", "H", "F", "C", "C", "C", "C", "C", "C", "H", "H", "H", "H", "H", "F", "C", "C", "C", "C", "C", "C", "H", "H", "H", "H", "H", "F", "C", "C", "C", "C", "C", "C", "H", "H", "H", "H", "H", "F", "C", "C", "C", "C", "C", "C", "H", "H", "H", "H", "H", "C", "C", "N", "H", "H", "H", "C", "C", "N", "H", "H", "H", "C", "C", "N", "H", "H", "H"],
  "xyz": [[-2.26343, 2.13719, -1.77428], [-1.33477, 2.29777, -0.81325], [-1.64106, 3.05560, 0.32241], [-0.66280, 3.14716, 1.31722], [0.60633, 2.66135, 1.13151], [0.90222, 1.96034, -0.01194], [-0.02626, 1.77714, -1.02935], [-2.63980, 3.39153, 0.55918], [-0.80063, 3.64453, 2.26592], [1.35517, 2.82381, 1.89261], [1.92594, 1.62277, -0.07876], [0.30860, 1.29002, -1.93322], [7.42506, 1.10032, 7.10817], [8.51263, 0.95622, 7.89027], [9.75217, 1.09571, 7.31653], [10.93957, 0.82906, 8.01740], [10.84495, 0.58826, 9.37638], [9.55271, 0.56291, 9.99910], [8.38062, 0.71876, 9.21201], [9.86513, 1.39067, 6.28374], [11.82276, 0.79650, 7.39667], [11.77758, 0.50844, 9.91512], [9.47290, 0.41073, 11.06534], [7.36755, 0.84972, 9.56265], [-9.05772, 5.94774, -2.34467], [-9.60176, 5.44996, -3.47219], [-8.79168, 5.15122, -4.53999], [-9.30730, 4.53732, -5.65718], [-10.66048, 4.17333, -5.75442], [-11.49361, 4.44976, -4.67989], [-10.93845, 5.05611, -3.50305], [-7.73114, 5.34728, -4.48316], [-8.67930, 4.37054, -6.51984], [-11.11673, 3.85512, -6.68015], [-12.55022, 4.26473, -4.80537], [-11.55986, 5.21461, -2.63407], [0.43865, -7.03922, -7.58289], [-0.40954, -5.97516, -7.83607], [-0.80661, -5.17415, -6.72452], [-1.59375, -4.00821, -6.96096], [-2.04966, -3.73446, -8.26462], [-1.69525, -4.56389, -9.29900], [-0.87698, -5.66854, -9.11588], [-0.56827, -5.47555, -5.71519], [-1.89279, -3.43048, -6.09888], [-2.58322, -2.82173, -8.48513], [-2.07878, -4.31026, -10.27622], [-0.56535, -6.22124, -9.98984], [1.50261, -1.05908, 11.62449], [0.88056, -0.84796, 10.46113], [0.76549, -1.86519, 9.55062], [0.19965, -1.66540, 8.31178], [-0.16215, -0.36175, 7.92316], [-0.21622, 0.66098, 8.85334], [0.33683, 0.39415, 10.12829], [1.14120, -2.85972, 9.74073], [0.09068, -2.54841, 7.69956], [-0.45267, -0.18100, 6.89879], [-0.63986, 1.62787, 8.62514], [0.23250, 1.17285, 10.86933], [-9.64317, -1.30731, -2.87958], [-10.29352, -1.56718, -4.04888], [-11.70638, -1.60578, -4.09936], [-12.29268, -1.96185, -5.29303], [-11.47229, -2.31012, -6.42377], [-10.11212, -2.20195, -6.32468], [-9.50588, -1.86992, -5.15954], [-12.21670, -1.36344, -3.17890], [-13.36862, -1.89323, -5.35653], [-11.88640, -2.46405, -7.40927], [-9.56127, -2.47553, -7.21243], [-8.46488, -1.58615, -5.11265], [7.89467, -8.27125, 2.64143], [7.27837, -7.06957, 2.82447], [7.55850, -5.99898, 2.04557], [6.88363, -4.78087, 2.26263], [5.93513, -4.73276, 3.25210], [5.77273, -5.76307, 4.17756], [6.34386, -6.98153, 3.88911], [8.23756, -5.96246, 1.20656], [7.18619, -3.89305, 1.72725], [5.24713, -3.91026, 3.38072], [5.19242, -5.60480, 5.07455], [6.14078, -7.85002, 4.49810], [6.16115, -4.33213, -9.00707], [6.68402, -3.82925, -7.83629], [5.79419, -3.05775, -7.09402], [6.30430, -2.30844, -6.01463], [7.62215, -2.52725, -5.63957], [8.47515, -3.43339, -6.29197], [7.97385, -4.09355, -7.40503], [4.77119, -2.94842, -7.42250], [5.72360, -1.49731, -5.60080], [8.04062, -1.92572, -4.84620], [9.47013, -3.58124, -5.89885], [8.62153, -4.80954, -7.88905], [11.09745, 4.37921, 0.43004], [9.91519, 3.58074, 0.16313], [8.95645, 2.98849, -0.09693], [11.58774, 3.96818, 1.31252], [10.82406, 5.39222, 0.72531], [11.81388, 4.39755, -0.39123], [-3.21175, 9.40108, 2.62608], [-2.06264, 9.48338, 3.63022], [-1.18451, 9.53010, 4.36761], [-3.39472, 10.45961, 2.44133], [-4.15379, 9.03455, 3.03392], [-3.01582, 8.80119, 1.73736], [-10.62968, 2.96095, 3.54724], [-9.31919, 3.53068, 3.88811], [-8.27951, 3.98236, 4.15314], [-10.77009, 2.28763, 4.39282], [-10.54909, 2.34863, 2.64908], [-11.36485, 3.76396, 3.60020]],
  "e_lumo_ev": 0.486,
  "smiles": "Fc1ccccc1.Fc1ccccc1.Fc1ccccc1.Fc1ccccc1.Fc1ccccc1.Fc1ccccc1.Fc1ccccc1.Fc1ccccc1.CC#N.CC#N.CC#N",
  "homo_ev": -9.2,
  "homo_lumo_gap_ev": 9.64
}

{
  "formula": "C5H14N4",
  "method": "ωB97M-V with the def2-TZVPD basis set",
  "elements": ["C", "C", "C", "C", "C", "N", "N", "N", "N", "H", "H", "H", "H", "H", "H", "H", "H", "H", "H", "H", "H", "H", "H"],
  "xyz": [[-1.20338, -0.31434, 0.03783], [-1.94506, 0.99950, 0.11426], [1.51360, -0.50678, -1.77277], [0.80079, 0.30391, 0.67085], [1.27586, 0.06777, -0.45057], [-1.46358, -1.12838, 1.17935], [-1.38785, -1.05710, -1.17094], [0.74973, 0.60893, 1.98607], [3.14639, 0.76875, 0.08458], [-2.43601, -1.12486, 1.47975], [-1.12209, -2.07283, 1.05007], [-1.20542, -0.50743, -1.99965], [-2.32405, -1.45619, -1.25108], [0.71577, 1.59920, 2.19288], [-0.03042, 0.11390, 2.42545], [3.55788, 0.05803, 0.69057], [3.03499, 1.59815, 0.67020], [-1.75087, 1.52470, 1.04934], [-1.66869, 1.64524, -0.71864], [-3.03437, 0.83560, 0.06795], [0.99610, -1.45856, -1.89105], [2.58543, -0.67450, -1.88017], [1.19524, 0.17728, -2.56426]],
  "e_lumo_ev": [0.670, 0.672],
  "homo_ev": [-6.5, -6.5],
  "homo_lumo_gap_ev": [7.14, 7.13]
}

{
  "formula": "C31H45AlF2N6O2P",
  "method": "ωB97M-V with the def2-TZVPD basis set",
  "elements": ["C", "C", "P", "C", "Al", "F", "F", "C", "C", "C", "C", "O", "O", "H", "H", "H", "H", "H", "H", "H", "H", "H", "H", "H", "H", "H", "H", "H", "N", "C", "C", "C", "C", "H", "H", "H", "H", "H", "N", "C", "C", "C", "C", "H", "H", "H", "H", "H", "N", "C", "C", "C", "C", "H", "H", "H", "H", "H", "N", "C", "C", "C", "C", "H", "H", "H", "H", "H", "N", "C", "C", "C", "C", "H", "H", "H", "H", "H", "N", "C", "C", "C", "C", "H", "H", "H", "H", "H"],
  "xyz": [[2.12025, 0.91602, -2.41979], [1.65983, -0.00716, -3.55658], [0.87344, -1.53996, -2.83900], [2.24663, -2.80063, -2.80539], [-0.79954, -2.21757, -4.37206], [-0.47936, -1.35378, -5.82576], [-0.68975, -3.88385, -4.71924], [-2.61025, -1.70160, -3.67769], [-2.51285, -0.25757, -3.19199], [-3.83881, 0.37720, -2.74793], [-4.75214, -0.58401, -2.05718], [-4.51889, -1.16231, -1.00042], [-5.95932, -0.80227, -2.66888], [1.26517, 1.33591, -1.91413], [2.73121, 0.32303, -1.75152], [2.72114, 1.72337, -2.83186], [0.94331, 0.52008, -4.16553], [2.52790, -0.29156, -4.13840], [3.22350, -2.32897, -2.83347], [2.20893, -3.50146, -3.62598], [2.18941, -3.31662, -1.86052], [-3.36302, -1.81143, -4.44988], [-2.83060, -2.35126, -2.84018], [-2.12870, 0.34861, -4.00359], [-1.78754, -0.21840, -2.39013], [-4.33200, 0.77396, -3.63028], [-3.63325, 1.22632, -2.11108], [-6.07044, -0.18961, -3.39524], [-9.38839, -1.81260, -1.23725], [-10.31968, -2.42696, -0.44099], [-9.66203, -2.94894, 0.63875], [-8.28109, -2.63361, 0.48227], [-8.14503, -1.92881, -0.68392], [-9.58756, -1.34701, -2.10114], [-11.36145, -2.43936, -0.71064], [-10.11617, -3.49543, 1.44871], [-7.47683, -2.89782, 1.15037], [-7.27639, -1.50268, -1.16598], [6.27130, -1.28068, -1.55640], [7.50842, -1.86422, -1.49971], [8.09697, -1.71132, -2.72711], [7.17991, -1.00090, -3.55117], [6.06654, -0.74862, -2.79819], [5.60662, -1.24749, -0.80647], [7.85963, -2.33919, -0.60143], [9.07529, -2.06884, -3.00418], [7.32266, -0.70981, -4.57778], [5.14706, -0.24124, -3.03619], [-8.00651, -0.38251, 3.15410], [-7.07267, 0.45582, 3.69017], [-7.72294, 1.33670, 4.51447], [-9.10594, 1.01089, 4.47345], [-9.24510, -0.05585, 3.62486], [-7.81582, -1.12788, 2.50707], [-6.03069, 0.35533, 3.44034], [-7.25907, 2.12430, 5.08433], [-9.90406, 1.50181, 5.00445], [-10.11561, -0.60771, 3.31554], [-6.11714, 4.42651, 6.82244], [-5.11880, 3.50149, 6.96219], [-4.63733, 3.59327, 8.23945], [-5.37781, 4.61200, 8.89898], [-6.28305, 5.10476, 7.99894], [-6.64632, 4.58246, 5.98581], [-4.83877, 2.86117, 6.14393], [-3.84414, 2.99648, 8.65601], [-5.25882, 4.94321, 9.91655], [-7.02730, 5.87606, 8.09358], [7.41048, -1.00387, 2.21837], [8.33646, -2.00652, 2.32397], [8.89359, -1.93355, 3.57127], [8.27818, -0.84471, 4.24660], [7.36810, -0.29364, 3.38649], [6.85177, -0.81565, 1.40891], [8.52021, -2.68222, 1.50805], [9.65683, -2.58710, 3.95773], [8.48070, -0.50662, 5.24840], [6.69664, 0.53869, 3.50424], [9.95018, 1.49282, -2.90245], [10.33650, 2.57846, -2.16885], [10.83216, 3.51734, -3.03430], [10.73628, 2.97459, -4.34427], [10.18558, 1.72592, -4.22717], [9.54965, 0.64960, -2.52746], [10.22646, 2.59047, -1.09847], [11.21803, 4.48456, -2.76027], [11.03445, 3.44701, -5.26479], [9.94160, 0.98716, -4.97049]],
  "e_lumo_ev": 1.954,
  "charge": -1,
  "homo_ev": -4.1,
  "homo_lumo_gap_ev": 6.01
}